Entry 1:
A 6-piece molecular cluster, C46H93N5O7 overall at a distorted geometry. Source: OMol25; level of theory: ωB97M-V with the def2-TZVPD basis set.

Geometry as XYZ:
```
151
Properties=species:S:1:pos:R:3:mulliken_charge:R:1
O -0.079 1.665 0.641 0.624
O -1.899 -2.314 -1.492 -0.244
O -0.410 1.368 4.449 -0.296
O 5.454 -2.103 -1.531 -0.247
O 0.100 -0.350 -0.016 -0.496
O -1.839 0.333 0.704 -0.609
O 0.074 -3.621 5.683 -0.259
N 1.049 4.171 -2.883 0.445
N -0.158 2.674 3.960 1.073
N -3.051 -1.533 -1.541 1.206
N 0.029 -3.983 4.329 0.841
N 4.237 -2.592 -1.984 0.884
C -1.353 4.466 -2.228 -0.922
C -0.208 -2.899 3.242 1.534
C -2.604 2.928 3.235 -1.297
C 0.689 4.072 -4.400 -0.326
C -4.987 -3.153 -1.494 -1.616
C 0.046 -6.324 5.092 -1.560
C 2.162 1.716 3.541 -1.523
C 4.522 -2.530 -4.470 -1.524
C 2.203 3.181 -2.636 0.170
C 0.118 -5.799 2.551 -1.604
C 5.419 -4.485 -2.956 -1.644
C 1.519 3.920 2.560 -0.537
C -4.286 0.419 -2.523 -1.012
C -1.587 4.535 5.005 -1.573
C -3.886 -2.537 0.711 -1.711
C -1.771 0.205 -2.851 -1.415
C 2.963 -4.274 -3.282 -1.411
C -0.671 0.497 0.434 -0.203
C 0.581 5.097 2.597 -1.251
C 1.809 -2.834 -1.632 -0.763
C -3.083 -0.613 -2.746 1.499
C 1.330 2.957 3.752 1.259
C 0.604 -5.373 3.984 1.146
C -1.288 3.704 3.745 0.886
C -3.160 -1.390 -4.069 -1.337
C 0.251 -4.757 1.530 -0.456
C 3.272 -1.662 0.074 -1.650
C 1.848 3.716 5.010 -1.529
C -5.137 -0.806 -0.518 -1.115
C 2.917 3.154 -4.048 -0.520
C 2.977 -1.892 -1.417 1.859
C -0.629 -3.550 1.925 -0.652
C -3.722 5.156 -1.463 -1.655
C 2.854 -0.479 -2.194 -1.569
C -4.254 -1.981 -0.748 1.310
C -5.553 -0.083 -1.829 -0.778
C -1.379 -1.993 3.520 -1.749
C -2.410 4.368 -1.126 0.283
C 1.169 -2.136 2.996 -0.526
C 4.314 -3.485 -3.238 1.267
C 1.455 5.579 -2.464 -0.896
C 2.095 -5.247 4.073 -1.509
C -0.077 3.695 -1.880 1.138
C 1.715 -3.524 -2.993 -0.892
C -0.912 4.650 2.536 0.011
C 2.067 3.978 -5.065 -1.009
H -1.661 4.277 -3.256 0.539
H -0.067 -5.092 0.543 0.628
H 2.609 4.918 -5.167 0.290
H 1.897 1.248 2.593 0.030
H 3.932 3.492 -3.842 0.469
H 0.067 4.909 -4.715 0.470
H -3.936 -2.140 -3.910 0.348
H 2.862 2.134 -4.429 0.165
H 0.622 -6.713 2.238 0.523
H 1.932 5.594 -1.485 0.290
H 1.750 2.224 -2.375 -0.336
H 3.622 0.265 -1.986 0.635
H -3.916 1.358 -2.110 0.103
H -3.021 2.128 3.846 0.408
H 5.099 -3.045 -5.238 0.454
H -4.581 -0.167 0.167 0.221
H 3.213 2.006 3.521 0.515
H -4.370 5.227 -0.588 0.441
H -2.590 3.349 -0.784 0.040
H 2.590 -4.575 3.372 0.211
H 2.357 -4.873 5.063 0.472
H 1.994 0.956 4.305 0.511
H 1.865 -0.071 -1.986 -0.193
H 1.588 -1.756 3.927 0.521
H 2.077 3.474 -6.031 0.528
H 2.732 -0.538 -3.276 0.465
H 3.005 -5.012 -2.480 0.509
H 1.577 -2.691 -3.683 0.321
H -3.422 3.630 3.075 0.438
H -3.008 -2.081 1.169 -0.040
H 0.647 -7.228 4.997 0.437
H 6.448 -4.131 -3.020 0.407
H -4.306 4.719 -2.272 0.339
H -0.894 3.991 1.669 -0.682
H 0.826 -4.146 -3.093 0.535
H 2.814 4.190 4.834 0.385
H 0.708 5.665 3.519 0.570
H 5.469 -5.414 -3.524 0.395
H -1.767 3.891 5.867 0.409
H 1.879 2.965 5.799 0.440
H 5.348 -4.811 -1.918 0.432
H -1.548 5.517 2.354 0.763
H -4.601 0.719 -3.523 0.482
H 0.752 5.855 1.834 0.518
H -3.555 -0.821 -4.911 0.410
H -1.133 5.518 -2.410 0.430
H -0.888 -0.429 -2.937 -0.005
H -0.928 -6.094 2.638 0.495
H -1.658 0.912 -2.029 -0.312
H -6.051 -1.170 -0.049 0.524
H 1.918 -2.827 2.608 -0.112
H -4.388 -4.063 -1.461 0.435
H 1.871 -3.610 -0.869 0.605
H -3.502 6.170 -1.797 0.384
H 0.191 3.119 -4.578 0.171
H 2.641 -0.984 0.648 -0.128
H -2.203 -1.860 -4.295 0.365
H 1.210 4.505 5.405 0.355
H 5.190 -1.732 -4.147 0.446
H -1.959 4.898 -0.287 0.115
H -3.489 -3.545 0.586 0.497
H 3.145 -2.599 0.616 0.473
H 0.659 6.322 -2.522 0.384
H 0.272 -5.958 6.094 0.458
H -5.265 -3.019 -2.539 0.391
H 1.060 -1.269 2.344 -0.393
H 0.331 3.872 -0.884 -0.240
H -1.673 -3.844 2.033 0.693
H -6.233 0.711 -1.521 0.481
H 2.371 5.838 -2.995 0.419
H 0.651 1.168 0.264 -0.159
H -0.270 2.645 -2.100 -0.800
H -1.738 0.698 -3.822 0.787
H 4.282 -1.285 0.239 0.720
H -2.260 -2.549 3.842 0.508
H -0.830 5.267 5.287 0.375
H -6.060 -0.795 -2.480 0.347
H 3.660 -2.013 -4.892 0.265
H 0.891 -2.323 -1.342 -0.340
H -1.249 -1.451 4.456 0.514
H 1.268 -4.397 1.376 -0.029
H -5.888 -3.401 -0.932 0.403
H -0.970 -6.602 4.812 0.379
H 1.465 3.399 1.604 -0.457
H -1.612 -1.202 2.807 0.032
H 2.533 -6.235 3.933 0.444
H 2.565 4.217 2.495 0.704
H 2.847 3.478 -1.808 0.438
H -4.747 -2.624 1.374 0.543
H -2.471 5.151 4.841 0.431
H -0.700 -2.895 1.056 -0.074
H 3.034 -4.893 -4.177 0.576
H -2.382 2.483 2.265 0.101
```

Output
net charge: +4
HOMO: -0.645 Ha
energy relative to the best compared isomer or geometry (same formula, charge and spin): 0.682 eV
gap between HOMO and LUMO: 0.2076 hartree
DFT total energy: -70942.7548 eV

=====

Entry 2:
A 11-piece molecular cluster, C46H95NO10 overall at a distorted geometry. Source: OMol25; level of theory: ωB97M-V with the def2-TZVPD basis set.

Geometry as XYZ:
```
152
Properties=species:S:1:pos:R:3:mulliken_charge:R:1
O 4.415 6.154 2.325 -0.447
O 3.996 0.343 -1.933 -0.372
O -3.685 -2.884 4.471 -0.402
O 4.217 -1.802 2.955 -0.383
O 2.363 -2.376 -4.143 -0.603
O 0.127 -7.091 0.058 -0.484
O -4.788 -4.275 -0.956 -0.524
O -3.782 -1.477 -4.610 -0.375
O -4.012 4.882 0.706 -0.422
O 0.829 6.224 -3.741 -0.492
N 0.603 -0.226 0.535 2.079
C -1.404 -1.606 0.936 -0.206
C 1.350 -1.697 -3.354 1.030
C 5.538 -0.475 4.434 -0.652
C 3.806 5.787 1.099 -0.596
C 1.971 -0.033 1.070 -0.454
C 4.117 -0.542 4.882 -0.381
C 3.809 4.268 1.159 0.517
C 2.498 -3.738 -3.702 -0.771
C 1.536 5.249 -2.971 -0.313
C -0.924 -6.162 0.307 -0.190
C -1.746 -0.415 -5.171 0.005
C -1.053 0.726 -1.090 -0.730
C -0.395 5.682 -4.234 -0.558
C -4.575 3.783 -0.043 -0.033
C -4.348 -1.946 -1.267 0.634
C 5.205 3.971 1.791 -0.231
C -5.078 -3.067 4.796 -0.403
C 5.463 -1.080 3.019 -0.053
C -4.394 3.092 2.199 -0.073
C -4.037 -0.094 -4.887 -0.344
C -4.625 -0.800 4.252 0.330
C -5.078 -2.199 0.072 -0.069
C -3.910 -3.388 -1.608 0.075
C 3.639 -1.876 4.251 -0.410
C 2.048 0.949 2.222 -0.493
C -0.465 -5.505 1.594 -0.370
C 0.466 4.264 -2.470 0.418
C -5.139 -3.708 0.309 -0.528
C -5.731 -1.677 4.721 -0.694
C -0.821 4.671 -3.175 -0.255
C 2.022 -3.705 -2.267 -0.440
C 5.689 1.778 -1.333 0.071
C -3.367 -1.510 4.680 -0.075
C 1.383 -6.571 0.555 -0.547
C -3.973 4.549 2.098 -0.507
C 0.120 0.972 -0.135 0.746
C 4.782 2.556 -2.240 -0.707
C 3.582 1.640 -2.416 0.779
C -2.414 -1.777 -4.910 0.056
C 5.544 5.325 2.511 -0.501
C -2.916 0.331 -5.786 -0.726
C 1.026 -5.330 1.372 0.051
C 5.420 0.351 -1.792 -0.776
C 0.948 -2.667 -2.247 1.797
C -0.253 -0.812 1.566 -0.934
C -5.325 2.948 0.990 -0.635
H -5.062 -3.494 5.805 0.275
H 1.884 -7.307 1.186 0.281
H 3.528 0.303 4.532 0.092
H -4.084 0.452 -3.942 0.157
H 1.354 0.678 3.017 0.227
H -1.888 -2.233 1.691 0.386
H -1.439 5.195 -2.441 0.119
H -2.017 0.872 -0.593 0.179
H -1.105 -0.283 -1.506 -0.178
H 5.314 3.178 2.527 -0.018
H -0.072 -3.044 -2.366 -0.343
H 5.414 -0.336 2.221 -0.124
H -1.008 1.431 -1.922 0.270
H -0.322 5.270 -5.249 0.258
H -4.589 -0.779 3.157 -0.372
H -1.391 -0.092 -4.189 -0.359
H 5.292 1.876 -0.319 -0.389
H -3.000 4.630 2.583 0.293
H -3.007 -0.047 -6.807 0.287
H -2.177 -0.947 0.539 -0.148
H 1.767 -4.302 -4.293 0.311
H 0.425 4.276 -1.381 0.158
H -1.852 -6.691 0.529 0.339
H -6.191 -3.946 0.454 0.349
H -2.765 1.407 -5.886 0.368
H 2.043 -6.346 -0.284 0.254
H 5.852 3.744 0.940 0.194
H 5.948 0.074 -2.707 0.426
H 0.935 1.253 -0.802 -1.152
H 0.738 3.250 -2.776 -0.328
H 3.046 0.950 2.659 -0.071
H -1.001 -2.278 0.178 -0.349
H 3.569 3.733 0.239 -0.124
H 1.400 -4.434 0.868 -0.199
H -6.060 -1.737 -0.025 0.439
H 1.806 1.958 1.880 0.092
H 1.749 -0.747 -2.998 -0.364
H -4.554 -1.720 0.905 -0.421
H -4.945 2.905 3.121 0.296
H 2.602 0.126 0.190 0.033
H 6.751 2.023 -1.359 0.504
H 4.375 6.154 0.239 0.328
H -0.610 -0.044 2.261 0.346
H -5.565 -3.790 4.143 0.290
H -0.889 -0.465 -5.844 0.477
H 2.331 -0.983 1.478 0.036
H -3.529 2.437 2.071 -0.076
H 6.442 5.828 2.148 0.286
H 6.154 -1.160 5.020 0.296
H -4.455 -4.026 1.096 0.269
H -0.570 -6.255 2.382 0.324
H 2.044 5.757 -2.157 0.177
H -5.569 1.944 0.632 0.273
H -2.389 -2.412 -5.804 0.329
H 6.321 -1.723 2.821 0.335
H -5.246 4.216 -0.780 0.301
H 0.893 -2.186 -1.265 -1.146
H 2.811 -3.534 -1.530 0.374
H 0.568 -1.493 -4.092 -0.416
H -5.053 -1.627 -2.031 0.242
H 4.545 3.533 -1.804 0.122
H -3.477 -1.296 -1.255 -0.501
H 4.026 -2.702 4.857 0.392
H -1.068 6.530 -4.369 0.306
H -6.609 -1.706 4.070 0.290
H 1.607 -4.667 -1.943 0.075
H 5.673 5.066 3.560 0.328
H 3.332 1.537 -3.480 0.382
H 2.143 4.731 -3.720 0.274
H -2.515 -1.211 4.067 -0.174
H -4.706 0.240 4.575 0.358
H -3.708 3.241 -0.426 -0.033
H -1.862 -2.334 -4.149 -0.134
H 5.763 -0.303 -0.989 0.377
H -6.204 -1.361 5.656 0.314
H -3.076 -1.362 5.729 0.304
H -0.269 1.717 0.570 0.066
H -6.303 3.277 1.357 0.331
H 1.501 -5.303 2.356 0.323
H 3.094 3.888 1.892 -0.062
H -1.400 3.816 -3.518 0.250
H -1.112 -5.444 -0.497 0.071
H -1.017 -4.625 1.928 0.173
H 2.551 -1.906 4.262 0.241
H 0.240 -1.655 2.054 0.068
H -4.746 5.200 2.518 0.303
H 4.004 -0.546 5.970 0.427
H 5.954 0.530 4.494 0.323
H 2.817 6.238 1.106 0.324
H 3.503 -4.136 -3.809 0.401
H -2.866 -3.601 -1.326 -0.247
H 5.222 2.816 -3.205 0.409
H -4.969 0.007 -5.449 0.333
H -3.915 -3.609 -2.678 0.240
H 2.616 1.965 -2.019 -0.777
```

Output
HOMO: -0.309 Ha
energy relative to the best compared isomer or geometry (same formula, charge and spin): 1.466 eV
gap between HOMO and LUMO: 0.3240 hartree
DFT total energy: -71201.1584 eV
SMILES: CCN(CC)CC.C1CCOC1.C1CCOC1.C1CCOC1.C1CCOC1.C1CCOC1.C1CCOC1.C1CCOC1.C1CCOC1.C1CCOC1.C1CCOC1

=====

> The highest DFT total energy belongs to which entry?

C46H93N5O7

=====

> The lowest HOMO belongs to which entry?

C46H93N5O7

=====

> Which of these has the highest HOMO?

C46H95NO10